[1]
A structure of composition C3H3Cl2NS in a non-equilibrium geometry. Source: the Open Molecules 2025 dataset; level of theory: ωB97M-V with the def2-TZVPD basis set.

Positions of all 10 atoms, in Å:
C 0.69 -0.54 1.02
C 1.41 0.17 0.24
C -0.96 0.53 -0.75
N -1.16 -0.18 0.44
S 0.83 1.07 -1.13
Cl 3.15 0.13 0.51
Cl -1.92 -1.67 -0.04
H 0.68 -0.98 2.01
H -1.15 -0.13 -1.64
H -1.56 1.61 -0.67

Results
- E_LUMO (eV) = -0.154
- highest occupied orbital energy (eV) = -8.904
- energy above the lowest of the compared OMol25 structures with the same formula, charge and spin (eV) = 3.706
- multiplicity = 1
- gap between HOMO and LUMO (Eh) = 0.322
- energy (eV) = -40525.310

=====

[2]
A structure of composition C24H46IrN5OSi2. Source: the Open Molecules 2025 dataset; level of theory: ωB97M-V with the def2-TZVPD basis set.

Positions of all 79 atoms, in Å:
Ir 0.14 0.42 -0.14
C 0.52 3.46 -3.30
Si -0.10 1.79 -2.80
C -1.34 1.09 -4.01
C 1.34 0.59 -2.56
N -0.76 1.79 -1.17
C -1.69 2.53 -0.56
C -2.56 3.46 -1.17
C -3.45 4.14 -0.40
C -3.52 3.92 0.99
C -2.69 3.02 1.62
C -1.73 2.31 0.85
N -0.79 1.45 1.32
Si -0.59 1.18 3.08
C -0.16 2.81 3.88
C -2.15 0.38 3.76
C 0.80 -0.01 3.40
H 1.00 3.41 -4.28
H 1.25 3.84 -2.58
H -0.29 4.19 -3.36
H -0.86 0.94 -4.98
H -2.18 1.77 -4.17
H -1.74 0.13 -3.69
H 1.56 0.09 -3.51
H 1.19 -0.25 -1.84
H 2.25 1.11 -2.25
H -2.51 3.63 -2.24
H -4.13 4.85 -0.85
H -4.24 4.46 1.58
H -2.76 2.89 2.68
H -0.93 3.57 3.81
H 0.75 3.21 3.43
H 0.04 2.64 4.94
H -3.07 0.88 3.45
H -2.12 0.38 4.85
H -2.21 -0.66 3.44
H 1.77 0.43 3.17
H 0.71 -0.97 2.88
H 0.79 -0.22 4.47
O 1.61 -1.13 0.49
C 2.73 -0.88 1.02
C 3.40 0.45 0.98
C 4.56 0.26 -0.06
C 4.42 -0.89 -1.09
C 4.78 -2.30 -0.60
C 3.80 -2.92 0.40
N 3.50 -1.91 1.43
H 3.82 0.72 1.95
H 2.69 1.22 0.68
H 5.50 0.13 0.47
H 4.66 1.20 -0.61
H 5.10 -0.66 -1.91
H 3.41 -0.89 -1.53
H 5.77 -2.27 -0.13
H 4.88 -2.97 -1.46
H 4.21 -3.81 0.87
H 2.86 -3.20 -0.08
H 4.35 -1.59 1.88
C -1.89 -3.61 0.64
C -0.98 -2.37 0.80
N -1.10 -1.48 -0.38
C -0.78 -2.24 -1.60
C -1.81 -3.38 -1.81
N -2.71 -3.41 -0.60
C -3.49 -2.14 -0.50
C -2.49 -0.97 -0.46
H -2.58 -3.73 1.47
H -1.32 -4.53 0.51
H 0.06 -2.65 0.92
H -1.27 -1.79 1.68
H 0.23 -2.64 -1.49
H -0.80 -1.57 -2.44
H -1.34 -4.36 -1.90
H -2.45 -3.21 -2.67
H -3.35 -4.19 -0.70
H -4.10 -2.20 0.40
H -4.16 -2.09 -1.36
H -2.67 -0.32 0.39
H -2.56 -0.35 -1.36

Results
- E_LUMO (alpha / beta) (eV) = -5.323 / -6.160
- highest occupied orbital energy (alpha / beta) (eV) = -12.282 / -12.810
- total charge = +2
- energy above the lowest of the compared OMol25 structures with the same formula, charge and spin (eV) = 0.000
- multiplicity = 1
- gap between HOMO and LUMO (alpha / beta) (Eh) = 0.256 / 0.244
- energy (eV) = -53715.360

=====

[3]
A structure of composition C30H21BeF10N5O2 in a non-equilibrium geometry. Source: the Open Molecules 2025 dataset; level of theory: ωB97M-V with the def2-TZVPD basis set.

Positions of all 69 atoms, in Å:
Be 0.42 -0.35 0.54
C 0.77 -1.43 2.99
N 0.31 -0.18 2.37
C -1.05 0.16 2.86
C -2.16 -0.58 2.11
N -1.27 -1.04 -0.31
C -2.36 -1.56 -1.14
C -2.20 -1.38 -2.60
F -1.76 -0.19 -3.00
C -2.53 -2.33 -3.46
F -2.42 -2.17 -4.77
C -3.12 -3.60 -3.00
F -3.44 -4.47 -3.96
C -3.33 -3.85 -1.72
F -3.90 -4.99 -1.33
C -2.87 -2.94 -0.63
F -4.20 -2.44 1.44
C 1.32 0.89 2.58
C 2.53 0.59 1.69
N 2.02 0.01 0.44
C 2.86 -0.58 -0.48
C 4.21 -0.93 -0.34
F 4.88 -0.69 0.80
C 4.93 -1.54 -1.35
F 6.21 -1.86 -1.14
C 4.35 -1.85 -2.56
F 5.05 -2.46 -3.53
C 3.02 -1.51 -2.75
F 2.43 -1.77 -3.91
C 2.33 -0.89 -1.74
F 1.04 -0.54 -1.99
H 0.96 -1.27 4.06
H 1.68 -1.77 2.51
H 0.02 -2.20 2.88
H -1.18 1.24 2.77
H -1.13 -0.07 3.93
H -3.11 -0.31 2.56
H -2.05 -1.66 2.23
H 1.62 0.95 3.63
H 0.87 1.84 2.31
H 3.22 -0.07 2.21
H 3.07 1.53 1.52
O 2.70 6.76 -1.21
C 1.50 6.62 -0.60
O 0.91 7.59 -0.22
C 0.97 5.23 -0.41
C -0.13 5.08 0.43
C -0.67 3.83 0.66
C -0.12 2.71 0.04
C 0.98 2.85 -0.79
C 1.52 4.10 -1.02
N -0.63 1.40 0.24
C -1.87 1.16 0.33
C -2.23 -0.29 0.59
C -3.41 -0.80 -0.26
C -4.02 -2.17 0.10
C -1.84 -3.67 0.19
C -0.64 -3.13 0.50
N -0.26 -1.85 0.25
H 3.09 5.90 -1.41
H -0.53 5.96 0.90
H -1.50 3.72 1.35
H 1.40 1.96 -1.25
H 2.36 4.18 -1.69
H -2.63 1.93 0.22
H -4.09 -0.05 -0.65
H -4.98 -2.31 -0.39
H -2.04 -4.71 0.42
H 0.12 -3.74 0.97

Results
- E_LUMO (eV) = -0.805
- highest occupied orbital energy (eV) = -7.666
- energy above the lowest of the compared OMol25 structures with the same formula, charge and spin (eV) = 3.017
- multiplicity = 1
- gap between HOMO and LUMO (Eh) = 0.252
- energy (eV) = -70570.535

=====

Question: The highest energy belongs to which entry?
Answer: C3H3Cl2NS

=====

Question: Look up the multiplicity of the third one.
Answer: 1

=====

Question: Which formula does entry 2 have?
Answer: C24H46IrN5OSi2

=====

Question: Which value of multiplicity does entry 1 give?
Answer: 1